{"formula": "Ag2F6V2", "method": "ωB97M-V with the def2-TZVPD basis set", "symbols": ["Ag", "Ag", "V", "V", "F", "F", "F", "F", "F", "F"], "coordinates": [[4.5555, 7.3089, 0.3353], [2.3178, 9.6939, 3.9225], [4.8679, 7.8137, 3.3999], [1.8198, 6.9011, 2.1637], [6.0957, 7.7307, 1.6895], [0.7643, 8.7803, 2.7899], [2.9482, 7.5730, 4.2983], [3.4247, 8.6934, 1.9201], [2.4010, 6.9200, 0.1393], [3.9706, 6.1778, 2.2499]], "e_above_lowest_kj_mol": 0.0, "s2": 20.02, "total_charge": 2, "lumo_energy_ev": [-10.03, -13.97], "multiplicity": 9}

{"formula": "Ag2H28O18P", "method": "ωB97M-V with the def2-TZVPD basis set", "symbols": ["Ag", "Ag", "P", "O", "O", "O", "O", "O", "H", "H", "O", "H", "H", "O", "H", "H", "O", "H", "H", "O", "H", "H", "O", "H", "H", "O", "H", "H", "O", "H", "H", "O", "H", "H", "O", "H", "H", "O", "H", "H", "O", "H", "H", "O", "H", "H", "O", "H", "H"], "coordinates": [[1.8510, -5.1870, -13.5380], [0.0390, -4.1140, -10.1890], [1.8790, -2.6740, -11.6440], [0.5200, -2.3080, -11.2010], [2.0250, -4.2070, -11.2200], [1.7630, -2.7590, -10.1550], [0.9380, -3.6020, -12.3180], [3.0370, -1.2350, -8.7050], [2.6180, -1.9130, -9.2740], [3.8520, -1.0370, -9.1210], [0.6250, -6.1700, -11.7210], [-0.3190, -5.9870, -11.9330], [1.0890, -5.2820, -11.6340], [3.0450, -7.4670, -10.3290], [2.5030, -6.7090, -10.1760], [2.9220, -7.9460, -9.5240], [0.6360, -2.7140, -7.9620], [0.3310, -1.8290, -7.7560], [1.0370, -2.6460, -8.8850], [2.9370, -3.8900, -7.0280], [2.4620, -3.1670, -7.4760], [3.7620, -3.7010, -7.4720], [-1.6650, -2.1640, -10.0950], [-0.7750, -2.1750, -10.5220], [-1.4700, -2.0920, -9.1730], [0.7300, -0.2850, -9.7140], [0.6640, -1.1110, -10.3080], [1.6110, -0.4010, -9.4450], [4.3790, -4.0460, -9.8280], [4.4290, -4.7080, -10.5700], [3.4580, -3.8570, -9.8610], [3.8010, -5.5620, -12.1210], [3.0790, -4.9820, -11.7390], [3.5470, -6.4280, -11.7400], [0.1430, 0.7300, -12.2110], [0.4250, 0.4740, -11.3030], [0.0850, -0.1190, -12.6340], [-1.3700, -4.1510, -12.2020], [-1.8820, -3.5590, -11.6370], [-0.4200, -3.8440, -12.3320], [0.3520, -3.5880, -14.6710], [0.5640, -3.5480, -13.6750], [-0.3390, -4.2500, -14.7600], [1.8820, -5.2860, -9.1590], [2.3070, -4.6830, -8.5560], [1.9460, -4.7870, -10.0300], [-0.7480, -1.6130, -13.1930], [-0.3120, -2.0290, -12.3840], [-0.9110, -2.3380, -13.8000]], "e_above_lowest_kj_mol": 150.5, "total_charge": -1, "lumo_energy_ev": 0.99}

{"formula": "AgClF6O4Sb", "method": "ωB97M-V with the def2-TZVPD basis set", "symbols": ["Ag", "O", "Cl", "O", "O", "O", "F", "Sb", "F", "F", "F", "F", "F"], "coordinates": [[0.3756, 0.2597, 0.5105], [3.0569, 1.9301, -0.1903], [2.7181, 1.4712, 1.0965], [2.3891, -0.0176, 1.0368], [3.6831, 1.6929, 2.0817], [1.3822, 1.9834, 1.5113], [-1.6941, 0.6495, -0.1033], [-2.0486, -1.1188, -0.9298], [-2.0933, -2.8355, -1.6351], [-0.2451, -0.8147, -1.5645], [-1.0776, -1.6722, 0.6437], [-2.7747, -0.2873, -2.4237], [-3.6718, -1.2408, -0.0338]], "s2": 0.75, "total_charge": 0, "lumo_energy_ev": [-1.13, -5.43], "multiplicity": 2}

{"formula": "AgH11O8", "method": "ωB97M-V with the def2-TZVPD basis set", "symbols": ["Ag", "O", "H", "O", "H", "O", "H", "O", "H", "O", "H", "O", "H", "H", "O", "H", "H", "O", "H", "H"], "coordinates": [[0.2066, -0.1893, 0.3698], [1.3166, -1.8796, -0.7220], [1.1601, -2.7082, -1.2001], [-1.9621, -0.2690, -0.1507], [-2.2012, -1.0205, -0.7053], [0.8759, 1.5612, -0.8035], [0.6577, 1.6085, -1.7383], [-0.5245, 1.2076, 1.9919], [-0.5196, 1.4176, 2.9323], [2.2921, -0.0868, 1.2604], [2.2235, 0.1517, 2.1896], [-1.6970, 2.8038, -0.3291], [-0.9637, 2.2935, -0.7614], [-1.7519, 3.6325, -0.8224], [0.0447, -0.3987, -2.7614], [0.1073, -1.3133, -2.4601], [0.8248, 0.0049, -2.3440], [-0.0754, -1.9489, 1.8106], [-0.4393, -2.1296, 2.6899], [0.4253, -2.7374, 1.5537]], "e_above_lowest_kj_mol": 9.9, "s2": 0.76, "total_charge": -3, "lumo_energy_ev": [8.76, 8.81], "multiplicity": 2}

{"formula": "AgH12O10P", "method": "ωB97M-V with the def2-TZVPD basis set", "symbols": ["Ag", "P", "O", "O", "O", "O", "O", "H", "H", "O", "H", "H", "O", "H", "H", "O", "H", "H", "O", "H", "H", "O", "H", "H"], "coordinates": [[0.3339, -0.1001, -0.0491], [-2.3314, -0.5431, 0.5043], [-1.7383, 0.7348, 0.0381], [-1.3078, -0.1479, 1.4849], [-1.5577, -0.8017, -0.8130], [-1.2078, -1.5544, 0.6276], [0.1713, 2.1959, -0.3294], [-0.6321, 1.5758, -0.1502], [0.5370, 2.4298, 0.5175], [0.3077, -2.3119, -1.7946], [0.7468, -2.8694, -1.1679], [-0.2934, -1.7001, -1.2941], [2.7417, 0.4337, -0.6432], [2.6739, 1.3733, -0.4576], [2.1798, 0.3119, -1.4175], [-0.9644, 0.4901, -2.8848], [-1.1035, 1.3650, -2.5142], [-1.2391, 0.0760, -2.0288], [0.9606, -1.7315, 1.6884], [-0.0004, -1.6076, 1.2990], [0.9258, -1.2507, 2.5269], [0.6550, 1.0736, 2.2703], [0.3251, 1.8871, 2.6782], [-0.1825, 0.6717, 1.9091]], "e_above_lowest_kj_mol": 132.8, "total_charge": -2, "lumo_energy_ev": 5.66}

{"formula": "AgH14NO10", "method": "ωB97M-V with the def2-TZVPD basis set", "symbols": ["Ag", "N", "O", "O", "O", "O", "H", "H", "O", "H", "H", "O", "H", "H", "O", "H", "H", "O", "H", "H", "O", "H", "H", "O", "H", "H"], "coordinates": [[-0.0950, 0.2918, -0.4577], [-1.3833, -0.6124, 2.8446], [-2.0047, 0.2573, 3.5503], [-1.8006, -1.7551, 2.9387], [-1.0254, -0.2727, 1.6895], [1.1704, -1.7108, -0.4626], [0.4806, -2.3177, -0.2023], [1.9237, -2.2757, -0.5872], [-1.9974, -1.3153, -0.8856], [-2.2798, -1.9043, -0.1692], [-2.8466, -1.1421, -1.2703], [1.6142, 1.5930, -1.4857], [1.9310, 2.2399, -0.8573], [1.7777, 1.9679, -2.3661], [2.6081, -0.8371, 1.8824], [1.8211, -0.4046, 1.7281], [2.4764, -1.6165, 1.2987], [1.2190, 1.5500, 1.2893], [1.0265, 1.3187, 2.1753], [0.8275, 2.4384, 1.2092], [-0.3468, -0.3049, -2.9289], [0.3574, -0.9320, -3.1427], [-0.9657, -0.8954, -2.5158], [-1.5367, 2.0699, -0.6872], [-2.1123, 1.9762, -1.4465], [-0.8393, 2.5936, -1.1408]], "e_above_lowest_kj_mol": 90.6, "total_charge": 0, "lumo_energy_ev": -0.56}

{"formula": "AgH14O7", "method": "ωB97M-V with the def2-TZVPD basis set", "symbols": ["Ag", "O", "H", "H", "O", "H", "H", "O", "H", "H", "O", "H", "H", "O", "H", "H", "O", "H", "H", "O", "H", "H"], "coordinates": [[-0.1396, -0.0033, -0.0760], [-0.5749, -0.5965, 2.1577], [-0.7817, -0.0405, 2.9088], [-0.7321, -1.4881, 2.4686], [-1.9818, -0.1038, -1.4500], [-2.6297, -0.7195, -1.1073], [-2.4567, 0.4019, -2.1096], [-0.6210, -2.1994, -0.3721], [-0.6366, -2.4705, -1.2900], [-0.7058, -3.0156, 0.1207], [-1.1658, 1.9591, 0.3925], [-0.6438, 2.7262, 0.6278], [-2.0364, 2.3097, 0.2047], [1.8767, -1.2699, 0.3908], [2.0884, -2.1721, 0.1511], [2.6120, -0.9872, 0.9345], [1.4235, 1.4470, 0.7498], [1.7879, 2.2287, 0.3345], [1.9028, 1.3679, 1.5746], [0.9762, 0.6465, -1.9317], [0.5851, 1.4020, -2.3703], [1.8532, 0.5774, -2.3090]], "e_above_lowest_kj_mol": 42.1, "s2": 0.75, "total_charge": 2, "lumo_energy_ev": [-6.76, -11.53], "multiplicity": 2}

{"formula": "AlBH6O3P", "method": "ωB97M-V with the def2-TZVPD basis set", "symbols": ["O", "P", "Al", "B", "O", "O", "H", "H", "H", "H", "H", "H"], "coordinates": [[-1.9388, -1.2865, 2.5240], [-1.2267, -0.3589, 1.5652], [-0.0371, -1.2150, -0.3663], [0.8811, 0.5968, -1.1851], [2.0283, 1.1562, -0.6337], [0.3915, 1.3549, -2.2688], [-2.0852, 0.7150, 1.1541], [-0.3184, 0.5071, 2.2627], [-1.0949, -1.9567, -1.3342], [1.0786, -2.2343, 0.2301], [2.3716, 0.5614, 0.0405], [-0.0499, 2.1600, -1.9886]], "e_above_lowest_kj_mol": 0.0, "total_charge": -1, "lumo_energy_ev": 3.38}

Number 1: largest force on an atom 2.872 eV Å⁻¹. Number 2: largest force on an atom 16.146 eV Å⁻¹. Number 3: largest force on an atom 0.315 eV Å⁻¹. Number 4: largest force on an atom 1.957 eV Å⁻¹. Number 5: largest force on an atom 19.344 eV Å⁻¹. Number 6: largest force on an atom 7.597 eV Å⁻¹. Number 7: largest force on an atom 1.229 eV Å⁻¹. Number 8: largest force on an atom 0.388 eV Å⁻¹.